The following is a DFT calculation (the ωB97M-V functional and the def2-TZVPD basis) of C35H49Br39I4N3O3 as an isolated structure at a distorted geometry.

Values from the calculation:
- Lowest unoccupied orbital energy: -0.098 Eh
- Maximum force: 17.51 eV/Å
- E_HOMO: -9.585 eV
- Charge: +1
- Orbital gap: 6.913 eV
- Electronic energy: -2811741.143 eV

Structure (XYZ):
```
133
Properties=species:S:1:pos:R:3:mulliken_charge:R:1
C -3.758 3.565 -0.201 -0.803
C -2.263 3.526 -0.106 0.286
O -1.624 4.527 0.145 -0.543
N -1.540 2.317 -0.401 0.076
C -0.527 2.353 -1.422 -0.406
N -1.819 1.195 0.419 1.058
C -1.032 1.122 1.722 -0.208
C -2.100 0.896 2.818 -0.950
C -1.927 0.544 4.285 -1.467
C -1.449 -0.867 4.638 -0.863
I -1.024 2.069 5.510 0.086
C 0.275 0.358 1.487 2.994
C 1.391 0.614 2.512 -2.447
I 1.575 2.800 2.711 0.055
C 1.575 -0.003 3.898 0.295
C 2.923 0.526 4.471 -1.553
I 1.810 -2.153 4.134 0.297
C 0.158 -1.069 0.849 0.780
C 1.281 -1.352 -0.137 0.601
Br 1.184 -0.250 -1.761 0.100
C 2.721 -1.300 0.428 0.115
C 3.595 -0.104 0.056 -1.724
Br 3.723 -2.870 -0.194 -0.152
C -1.283 -1.340 0.247 -0.829
Br -2.360 -2.288 1.637 -0.059
C -1.338 -2.344 -0.931 -0.195
C -1.205 -3.815 -0.600 -1.065
O -2.093 -4.578 -0.931 -0.615
N -0.002 -4.260 0.028 0.566
C 0.782 -4.891 -1.062 -1.346
C -0.267 -5.280 1.037 -0.981
C -2.034 -0.111 -0.286 0.256
C -3.535 -0.315 -0.416 -0.286
C -4.072 0.487 -1.570 -0.330
O -4.924 1.326 -1.480 -0.328
I -3.213 0.088 -3.526 -0.063
H -4.102 3.566 -1.234 -0.380
H -4.210 2.728 0.324 0.417
H -4.057 4.443 0.344 0.568
H -0.680 1.608 -2.190 0.161
H 0.501 2.295 -1.094 0.229
H -0.621 3.303 -1.925 -0.215
H -2.746 1.453 0.765 0.758
H -0.723 2.151 1.809 0.717
H -2.874 0.231 2.448 0.342
H -2.639 1.844 2.852 0.610
H -2.930 0.584 4.672 1.039
H -2.281 -1.503 4.893 0.264
H -0.800 -0.839 5.501 0.438
H -0.868 -1.261 3.823 -0.137
H 0.681 0.895 0.631 -0.698
H 2.315 0.478 1.990 0.682
H 0.868 0.308 4.648 -0.267
H 3.634 0.755 3.687 0.378
H 3.394 -0.220 5.089 0.517
H 2.752 1.366 5.125 0.390
H 0.247 -1.839 1.599 0.409
H 1.193 -2.340 -0.532 -0.628
H 2.759 -1.374 1.497 -0.073
H 4.042 -0.208 -0.918 0.628
H 4.418 -0.112 0.765 0.493
H 3.086 0.841 0.196 0.195
H -2.307 -2.306 -1.402 0.845
H -0.624 -2.099 -1.709 0.296
H 1.743 -5.199 -0.695 0.308
H 0.244 -5.749 -1.451 0.506
H 0.896 -4.173 -1.867 0.392
H -1.059 -5.004 1.720 0.245
H -0.519 -6.243 0.612 0.397
H 0.628 -5.419 1.629 0.348
H -1.726 -0.013 -1.320 -0.428
H -4.077 -0.061 0.485 0.330
H -3.785 -1.349 -0.614 0.662
C -0.270 1.306 9.868 -0.377
Br -1.589 -0.027 9.437 -0.006
Br 1.360 1.026 8.885 0.006
Br -0.949 3.087 9.609 -0.006
H -0.035 1.199 10.916 0.369
C 4.134 -5.427 3.172 0.636
Br 4.176 -6.927 1.962 -0.084
Br 3.120 -5.819 4.764 -0.061
Br 5.900 -4.793 3.561 0.009
H 3.624 -4.621 2.663 -0.563
C -5.560 5.861 -3.500 -0.425
Br -3.705 6.372 -3.337 -0.008
Br -6.236 6.196 -5.259 0.003
Br -5.791 4.014 -3.008 -0.030
H -6.136 6.456 -2.808 0.411
C 2.538 1.414 -5.699 0.187
Br 2.895 3.171 -6.387 -0.130
Br 3.807 0.906 -4.347 0.066
Br 0.724 1.265 -5.061 -0.033
H 2.644 0.714 -6.515 -0.224
C 9.234 -3.664 1.225 -0.215
Br 7.454 -2.983 0.966 0.106
Br 9.535 -4.147 3.066 -0.041
Br 9.617 -5.121 0.032 -0.026
H 9.921 -2.864 0.991 0.174
C 9.374 0.183 2.935 -0.263
Br 8.241 0.676 1.460 0.014
Br 11.061 -0.511 2.321 -0.021
Br 9.616 1.641 4.162 -0.027
H 8.876 -0.612 3.471 0.299
C 4.654 -1.160 -8.704 -0.356
Br 4.996 0.612 -9.361 0.006
Br 5.886 -1.656 -7.315 0.007
Br 2.826 -1.345 -8.119 -0.029
H 4.795 -1.847 -9.524 0.355
C -0.058 -9.793 3.868 -0.361
Br 0.516 -11.547 4.402 -0.023
Br 1.425 -8.695 3.318 0.079
Br -1.415 -9.867 2.503 -0.029
H -0.502 -9.324 4.732 0.343
C 1.440 4.611 -3.235 -0.821
Br -0.162 5.664 -3.456 -0.022
Br 1.758 4.130 -1.399 -0.023
Br 1.429 3.062 -4.383 0.606
H 2.268 5.230 -3.546 0.492
C -7.425 3.004 -8.166 -0.372
Br -6.773 4.404 -9.311 -0.015
Br -6.167 2.601 -6.766 0.050
Br -9.159 3.423 -7.447 -0.005
H -7.531 2.116 -8.769 0.340
C -2.638 9.998 -2.905 0.295
Br -2.725 10.885 -1.201 -0.008
Br -3.764 10.847 -4.211 -0.006
Br -0.823 9.836 -3.529 -0.014
H -3.017 8.999 -2.764 -0.283
C -9.060 -0.534 -2.416 -0.354
Br -9.698 -1.364 -4.025 -0.006
Br -7.963 -1.745 -1.386 -0.058
Br -8.151 1.121 -2.783 0.022
H -9.922 -0.299 -1.810 0.362
```